{
  "formula": "C28H30CdN6O4Se",
  "method": "ωB97M-V/def2-TZVPD",
  "homo_ev": 0.2,
  "lumo_ha": 0.15175,
  "gap_ev": 3.92,
  "total_charge": -2,
  "symbols": ["Cd", "N", "C", "O", "C", "C", "C", "N", "C", "C", "H", "H", "H", "H", "H", "H", "C", "N", "N", "C", "O", "C", "C", "C", "C", "C", "C", "C", "C", "C", "H", "H", "H", "H", "H", "H", "H", "H", "H", "H", "H", "H", "C", "C", "C", "C", "C", "C", "C", "C", "N", "H", "H", "H", "H", "H", "H", "H", "H", "H", "Se", "C", "N", "C", "C", "O", "O", "H", "H", "H"],
  "positions_angstrom": [[-0.5011, 1.1979, 0.6172], [-1.7257, 3.1747, 7.5583], [-2.4114, 3.7616, 6.5157], [-3.2549, 4.6155, 6.7167], [-2.0305, 3.2973, 5.1435], [-0.8887, 2.5519, 4.8879], [-0.6381, 2.1157, 3.5929], [-1.4574, 2.3961, 2.5832], [-2.5512, 3.1097, 2.8242], [-2.8761, 3.5876, 4.0832], [-2.1556, 3.3431, 8.4547], [-1.3793, 2.2390, 7.4166], [-0.1809, 2.3097, 5.6701], [0.2010, 1.4632, 3.3386], [-3.1969, 3.2946, 1.9733], [-3.7762, 4.1616, 4.2568], [-0.1419, -3.3223, -3.9695], [0.6012, -2.1426, -3.5380], [-0.1683, -0.9717, -3.6173], [-0.1047, -0.2477, -2.4154], [-0.6264, 0.8414, -2.2565], [0.6965, -1.0783, -1.5341], [1.0572, -2.1751, -2.2101], [1.8370, -3.3446, -1.7216], [-0.5977, -0.4843, -4.8515], [-1.7482, 0.3036, -4.9074], [-2.1770, 0.7934, -6.1300], [-1.4913, 0.4946, -7.3028], [-0.3544, -0.2995, -7.2416], [0.1001, -0.7808, -6.0218], [-0.4761, -3.1854, -4.9963], [-1.0143, -3.5049, -3.3318], [0.5303, -4.1778, -3.9320], [0.9449, -0.8306, -0.5113], [2.2708, -3.1035, -0.7525], [2.6324, -3.5978, -2.4278], [1.1999, -4.2219, -1.5855], [-2.2863, 0.5071, -3.9916], [-3.0704, 1.4049, -6.1698], [-1.8430, 0.8729, -8.2554], [0.1928, -0.5368, -8.1465], [1.0008, -1.3785, -5.9566], [-0.9965, -2.7121, 1.7023], [0.4767, -2.5998, 1.9568], [1.2614, -3.7247, 2.1280], [2.6434, -3.6516, 2.3463], [3.2201, -2.3760, 2.3784], [2.4765, -1.2174, 2.2262], [3.1321, 0.1312, 2.2916], [1.0309, -1.2496, 2.0272], [0.2812, -0.1741, 1.9394], [-1.3308, -3.7531, 1.7693], [-1.2621, -2.3215, 0.7146], [-1.5536, -2.0950, 2.4138], [0.7835, -4.7041, 2.0808], [3.2460, -4.5456, 2.4650], [4.2951, -2.2838, 2.5382], [4.2077, 0.0336, 2.4776], [2.6871, 0.7389, 3.0893], [2.9723, 0.6933, 1.3666], [-3.9730, -1.4728, -1.9293], [-3.1679, -0.3585, -0.7688], [-2.6666, 0.3751, -0.0178], [2.4846, 3.9934, -0.5643], [1.4264, 2.9370, -0.2774], [1.6334, 1.7616, -0.6209], [0.3695, 3.3434, 0.3093], [3.3924, 3.5312, -0.9452], [2.6982, 4.5524, 0.3479], [2.0907, 4.6950, -1.3029]],
  "forces_ev_per_angstrom": [[-0.07, -0.28, -0.16], [-0.26, -0.07, -0.03], [0.07, 0.00, 0.03], [0.07, -0.01, 0.00], [0.01, -0.05, 0.02], [-0.01, 0.04, 0.04], [0.08, -0.09, 0.19], [-0.16, -0.02, 0.06], [0.03, 0.06, -0.02], [-0.16, 0.07, 0.00], [0.06, 0.01, 0.00], [0.07, 0.07, -0.02], [0.03, -0.01, -0.03], [0.01, -0.04, -0.11], [0.01, 0.01, 0.00], [0.01, -0.01, -0.03], [-0.12, -0.12, 0.07], [0.18, 0.10, -0.18], [-0.15, -0.02, 0.14], [-0.22, 0.10, -0.04], [0.07, -0.08, 0.06], [0.04, 0.03, 0.11], [0.06, -0.05, 0.10], [0.01, 0.02, 0.00], [0.03, 0.04, -0.07], [-0.04, 0.05, 0.02], [0.03, -0.02, -0.02], [0.03, -0.03, 0.01], [-0.03, 0.03, 0.03], [0.01, -0.04, 0.01], [0.02, 0.01, -0.02], [0.00, 0.04, 0.00], [-0.01, -0.01, 0.00], [0.04, 0.00, -0.02], [-0.01, -0.02, 0.07], [-0.01, -0.02, 0.03], [0.00, 0.02, 0.00], [0.00, -0.02, -0.05], [0.00, -0.01, 0.03], [0.00, 0.00, 0.01], [0.01, -0.01, 0.00], [-0.02, 0.00, -0.01], [0.05, -0.03, 0.03], [0.06, 0.01, -0.03], [0.03, 0.05, -0.02], [0.00, 0.08, -0.08], [-0.11, 0.03, 0.03], [-0.03, -0.08, 0.04], [-0.01, -0.03, 0.00], [-0.08, 0.00, -0.21], [0.30, -0.09, 0.31], [-0.01, 0.01, -0.01], [-0.03, 0.04, 0.00], [-0.02, 0.00, -0.02], [-0.01, 0.01, 0.00], [-0.01, 0.00, 0.01], [0.00, 0.00, -0.02], [-0.01, 0.01, -0.02], [0.02, 0.00, -0.02], [-0.02, 0.02, 0.01], [-0.08, -0.17, -0.21], [0.08, 0.29, 0.29], [0.10, 0.13, -0.15], [-0.03, 0.02, 0.00], [-0.16, 0.13, 0.02], [0.08, 0.14, 0.02], [0.11, -0.25, -0.17], [0.01, 0.01, -0.01], [0.00, 0.01, -0.02], [0.02, 0.00, 0.02]],
  "lowdin_charge": [1.3524, 0.1447, -0.4916, 0.0443, -0.1583, -0.0112, -0.1331, 0.0134, -0.1191, -0.0131, 0.0974, 0.0885, 0.1034, 0.0546, 0.1107, 0.1091, -0.0350, -0.0826, 0.0337, -0.4176, 0.0007, 0.0689, -0.2607, -0.0152, -0.1901, -0.0016, -0.0857, -0.1254, -0.1139, -0.0389, 0.0737, 0.0972, 0.0797, 0.0786, 0.0779, 0.0793, 0.0830, 0.0916, 0.0983, 0.0851, 0.0890, 0.1064, -0.1023, -0.2691, -0.1439, -0.1934, -0.1403, -0.2607, -0.0986, -0.4791, -0.1840, 0.0549, 0.0451, 0.0558, 0.0792, 0.0485, 0.0766, 0.0526, 0.0526, 0.0489, 0.3113, -1.0092, -0.0535, -0.0335, -0.7684, -0.0863, -0.1648, 0.0624, 0.0646, 0.0664]
}